# 1
Molecular formula: C38H53BrClO3Sc
Method: DFT, wB97M-V/def2-TZVPD

```
97
Properties=species:S:1:pos:R:3
Sc 0.16 -0.42 0.87
C 0.47 1.37 2.46
C -0.93 1.08 2.52
C -1.04 -0.23 3.09
C 0.28 -0.67 3.36
C 1.22 0.31 3.00
C 2.70 0.32 3.32
C 3.44 1.29 2.40
C 2.83 0.80 4.78
C 3.35 -1.05 3.21
C -2.24 -1.07 3.55
C -1.77 -2.43 4.09
C -3.24 -1.38 2.44
C -2.92 -0.36 4.73
C -1.89 2.26 2.24
C -1.83 3.17 3.48
C -3.37 1.93 2.00
C -1.42 3.07 1.03
H 0.88 2.30 2.11
H 0.53 -1.63 3.78
H 3.09 2.32 2.52
H 3.33 1.02 1.35
H 4.51 1.28 2.64
H 2.36 1.78 4.91
H 3.88 0.89 5.06
H 2.35 0.10 5.46
H 3.37 -1.42 2.19
H 2.84 -1.80 3.82
H 4.38 -0.99 3.58
H -1.20 -2.99 3.34
H -2.64 -3.02 4.36
H -1.15 -2.33 4.98
H -2.79 -2.05 1.70
H -3.61 -0.50 1.94
H -4.10 -1.91 2.86
H -2.21 -0.19 5.54
H -3.73 -0.99 5.13
H -3.35 0.60 4.47
H -2.18 2.66 4.38
H -2.46 4.05 3.33
H -0.81 3.51 3.67
H -3.84 1.38 2.80
H -3.52 1.39 1.07
H -3.91 2.88 1.91
H -0.45 3.54 1.19
H -2.13 3.87 0.83
H -1.35 2.46 0.13
C -1.35 0.25 -6.90
C -2.08 1.12 -5.86
C -1.99 2.59 -6.28
C -3.56 0.72 -5.85
C -1.44 0.93 -4.49
C -2.12 0.43 -3.39
C -1.45 0.31 -2.19
Br -2.32 -0.39 -0.66
C -0.11 0.66 -2.01
O 0.43 0.50 -0.80
C 0.60 1.17 -3.11
C -0.10 1.28 -4.31
C 2.08 1.61 -3.11
C 2.14 3.09 -3.52
C 2.84 0.77 -4.15
C 2.83 1.47 -1.79
H -1.81 0.37 -7.88
H -1.41 -0.81 -6.62
H -0.30 0.52 -6.99
H -2.45 2.74 -7.26
H -0.95 2.93 -6.35
H -2.50 3.23 -5.56
H -3.99 0.89 -6.84
H -4.13 1.30 -5.13
H -3.69 -0.34 -5.62
H -3.15 0.12 -3.45
H 0.44 1.66 -5.17
H 1.70 3.27 -4.50
H 3.18 3.41 -3.56
H 1.62 3.72 -2.79
H 2.42 0.88 -5.16
H 2.81 -0.29 -3.89
H 3.88 1.09 -4.18
H 2.40 2.06 -0.99
H 3.85 1.83 -1.96
H 2.89 0.44 -1.44
Cl 2.98 -8.36 0.79
C 2.40 -6.72 0.75
C 3.31 -5.69 0.61
C 2.84 -4.38 0.58
C 1.48 -4.13 0.70
C 0.58 -5.18 0.84
C 1.04 -6.49 0.87
C 0.98 -2.74 0.68
O 1.79 -1.77 0.55
O -0.26 -2.50 0.83
H 4.37 -5.90 0.52
H 3.52 -3.55 0.47
H -0.48 -4.96 0.94
H 0.36 -7.32 0.99
```

HOMO-LUMO gap = 8.245 eV
Molecular weight = 718.152 g/mol
HOMO level = -0.2961 Eh
Total energy = -149680.7749 eV
E_LUMO = 0.0069 Ha

---

# 2
Molecular formula: C33H50BN6PtS2
Method: DFT, wB97M-V/def2-TZVPD

```
93
Properties=species:S:1:pos:R:3
Pt 0.62 -0.43 -0.20
C -1.51 -4.64 -0.54
C -2.13 -3.34 -0.01
C -1.49 -2.92 1.31
C -2.13 -2.25 -1.04
C -3.09 -2.21 -2.05
C -2.92 -1.00 -2.70
C -3.91 -0.62 -3.77
C -5.01 0.26 -3.21
C -3.34 -0.03 -5.06
N -1.89 -0.36 -2.09
N -1.41 -1.14 -1.10
B -1.60 1.17 -2.01
N -0.10 1.67 -2.15
N 0.57 1.70 -0.98
C 1.54 2.60 -1.05
C 1.54 3.14 -2.33
C 0.49 2.55 -3.01
C 0.26 2.86 -4.46
C -0.05 4.35 -4.64
C -0.79 2.03 -5.16
C 2.39 3.02 0.11
C 1.77 2.58 1.43
C 2.59 4.54 0.12
N -2.01 1.59 -0.57
N -1.43 0.95 0.47
C -1.86 1.50 1.59
C -2.73 2.55 1.28
C -2.80 2.58 -0.10
C -3.70 3.58 -0.79
C -3.37 3.98 -2.22
C -5.15 3.10 -0.69
C -1.51 1.06 2.98
C -0.39 0.03 3.04
C -2.78 0.51 3.65
H -1.71 -5.46 0.15
H -0.44 -4.52 -0.66
H -1.94 -4.88 -1.51
H -3.19 -3.56 0.18
H -0.51 -2.48 1.11
H -1.36 -3.78 1.97
H -2.12 -2.18 1.80
H -3.83 -2.95 -2.27
H -4.37 -1.58 -4.05
H -4.59 1.21 -2.89
H -5.47 -0.22 -2.35
H -5.77 0.45 -3.97
H -3.16 1.03 -4.94
H -4.05 -0.16 -5.87
H -2.41 -0.52 -5.33
H -2.26 1.71 -2.82
H 2.23 3.86 -2.74
H 1.23 2.67 -4.96
H -0.98 4.61 -4.14
H -0.16 4.59 -5.69
H 0.74 4.97 -4.22
H -1.78 2.43 -4.93
H -0.73 1.00 -4.84
H -0.66 2.08 -6.24
H 3.37 2.54 0.01
H 0.78 3.00 1.57
H 2.41 2.86 2.26
H 1.68 1.50 1.41
H 1.63 5.05 0.20
H 3.09 4.87 -0.79
H 3.20 4.83 0.97
H -3.25 3.19 1.96
H -3.61 4.49 -0.18
H -3.71 3.24 -2.94
H -2.30 4.13 -2.35
H -3.88 4.92 -2.46
H -5.27 2.13 -1.16
H -5.82 3.81 -1.17
H -5.44 3.00 0.36
H -1.19 1.96 3.54
H -0.71 -0.88 2.55
H -0.13 -0.19 4.07
H 0.49 0.39 2.52
H -3.15 -0.35 3.10
H -3.56 1.27 3.65
H -2.58 0.21 4.67
S 3.12 -0.20 0.28
C 3.78 -1.78 0.12
C 5.15 -1.97 0.28
C 5.72 -3.23 0.22
C 4.90 -4.34 0.02
C 3.55 -4.17 -0.20
C 2.98 -2.90 -0.18
S 1.33 -2.74 -0.66
H 5.78 -1.10 0.45
H 6.78 -3.36 0.33
H 5.34 -5.33 0.02
H 2.91 -5.02 -0.39
```

HOMO-LUMO gap = 6.269 eV
Molecular weight = 800.829 g/mol
HOMO level = -0.1334 Eh
Net charge = -1
Total energy = -69571.4983 eV
E_LUMO = 0.0970 Ha

---

Among the records above, which one has the lowest HOMO level? C38H53BrClO3Sc